19
Properties=species:S:1:pos:R:3 method="wB97M-V/def2-TZVPD" e_tot_ev=-8462.6871 lumo_ev=1.06 smiles=C[C@@H]1C[C@@H]1[C@@H](C)O charge=0 multiplicity=1 homo_energy_ev=-9.88
C 1.40109 0.06716 1.52377
C 0.16635 -0.81369 1.30300
C 0.20125 -1.89006 0.27527
C -0.67461 -0.68047 -0.02369
C -0.36478 0.63714 -0.76931
C -0.74777 1.09057 -2.19617
O -0.94229 1.67263 0.03700
H 2.20806 -0.15093 0.81245
H 1.82812 -0.05661 2.52727
H 1.13490 1.12225 1.41281
H -0.36951 -1.03131 2.22907
H 1.14898 -2.07338 -0.22597
H -0.33221 -2.80742 0.52649
H -1.74950 -0.86764 0.07314
H 0.72976 0.70111 -0.74793
H -0.39887 0.44318 -3.00522
H -0.23834 2.05932 -2.30729
H -1.81462 1.30690 -2.32500
H -1.18601 1.27126 0.88033



19
Properties=species:S:1:pos:R:3 method="wB97M-V/def2-TZVPD" e_tot_ev=-8463.5132 lumo_ev=0.90 smiles="C=C(O)CCCC" charge=0 multiplicity=1 homo_energy_ev=-8.70
C 0.71314 2.18443 0.33628
C -0.25587 1.38694 -0.11858
O -1.47137 1.25921 0.48421
C -0.14056 0.47479 -1.31248
C -0.60411 -0.97157 -1.06775
C 0.23581 -1.74507 -0.04304
C 0.40751 -1.04599 1.30651
H 0.60756 2.74920 1.26067
H 1.67660 2.21752 -0.15805
H -1.48494 1.82564 1.26772
H -0.74600 0.90657 -2.11933
H 0.90407 0.47542 -1.64405
H -1.65704 -0.96743 -0.76469
H -0.56792 -1.50469 -2.02831
H 1.22967 -1.94067 -0.46800
H -0.22339 -2.73000 0.11326
H 0.86820 -0.06359 1.18395
H 1.06760 -1.61554 1.96619
H -0.55897 -0.89519 1.80549



19
Properties=species:S:1:pos:R:3 method="wB97M-V/def2-TZVPD" e_tot_ev=-8463.0323 lumo_ev=1.01 smiles=CC(C)[C@H]1C[C@H]1O charge=0 multiplicity=1 homo_energy_ev=-9.95
C 0.48285 -1.54493 -1.37387
C 0.00473 -0.71835 -0.17695
C -1.50852 -0.83438 0.01693
C 0.54372 0.71347 -0.25167
C -0.20178 1.94679 0.20301
C 0.91113 1.40166 1.03547
O 0.52841 0.77914 2.22494
H 1.52228 -1.31375 -1.62937
H 0.42677 -2.61280 -1.14537
H -0.12518 -1.36590 -2.26504
H 0.46212 -1.19673 0.70249
H -1.79630 -1.88506 0.14074
H -2.04769 -0.43781 -0.85042
H -1.84424 -0.29119 0.90709
H 1.24207 0.88085 -1.07076
H -0.03150 2.87459 -0.33659
H -1.20129 1.83032 0.61636
H 1.86265 1.93215 1.09575
H 0.76977 -0.15806 2.15727



19
Properties=species:S:1:pos:R:3 method="wB97M-V/def2-TZVPD" e_tot_ev=-8460.3445 lumo_ev="0.22 / 0.17" charge=0 multiplicity=1 homo_energy_ev="-6.49 / -6.44"
C 2.52036 0.20989 0.77277
C 1.44435 -0.42700 -0.10487
C 0.50443 0.60892 -0.66984
C -0.78772 0.12112 -1.25756
C -1.52068 0.26382 0.01808
C -2.35265 -0.83520 0.56401
O -1.54972 1.39494 0.67221
H 3.22135 -0.53593 1.16371
H 2.06672 0.74135 1.61781
H 3.09585 0.94445 0.19650
H 0.88956 -1.15338 0.51182
H 1.93889 -1.02722 -0.89246
H 0.97653 1.40909 -1.24041
H -0.83693 -0.91197 -1.63907
H -1.22560 0.79208 -2.01077
H -3.24871 -0.85877 -0.07090
H -2.63562 -0.68784 1.60656
H -1.85448 -1.80066 0.43474
H -0.64593 1.75233 0.32768



19
Properties=species:S:1:pos:R:3 method="wB97M-V/def2-TZVPD" e_tot_ev=-8461.7518 lumo_ev=0.91 charge=0 multiplicity=1 homo_energy_ev=-8.49
C -0.89274 1.74106 -1.19021
C -0.81898 0.35191 -0.56202
C 0.44087 0.10258 0.27245
C 0.55257 1.02910 1.49470
C 0.52727 -1.39626 0.67297
C 1.03331 -2.20777 -0.50659
O 0.10647 -3.07476 -0.87353
H -0.00185 1.95599 -1.79248
H -0.96843 2.52999 -0.43521
H -1.76269 1.83037 -1.84805
H -0.85020 -0.40690 -1.35432
H -1.70618 0.17063 0.06199
H 0.58115 2.09169 1.22780
H -0.28536 0.91688 2.19344
H 1.47505 0.84054 2.05405
H -0.42310 -1.71828 1.12846
H 1.28564 -1.46215 1.46277
H 1.30761 0.32259 -0.37720
H 0.42341 -3.52532 -1.67747



19
Properties=species:S:1:pos:R:3 method="wB97M-V/def2-TZVPD" e_tot_ev=-8461.9158 lumo_ev=1.13 smiles=CC[C@H]1CCCO1 charge=0 multiplicity=1 homo_energy_ev=-9.49
C -0.96762 2.20132 0.95031
C -0.19791 1.42765 -0.12001
C -0.58303 -0.04238 -0.19982
C 0.11431 -0.85375 -1.34188
C 0.61700 -2.02031 -0.52064
C 1.24693 -1.35838 0.65266
O -0.16661 -0.68648 1.05119
H -2.04244 2.22511 0.73302
H -0.83531 1.73407 1.93070
H -0.62100 3.23896 1.01292
H -0.34412 1.89414 -1.10301
H 0.87627 1.47445 0.09554
H -1.67904 -0.09819 -0.36574
H -0.56477 -1.18572 -2.12929
H 0.90051 -0.24053 -1.80435
H 0.88280 -2.99307 -0.93201
H -0.23328 -2.13075 0.19440
H 1.70018 -2.09359 1.34793
H 1.89713 -0.49256 0.54808